# 1
Density functional theory data (ωB97M-V/def2-TZVPD) for an isolated ion of composition C5H11N2 and charge +1 in a non-equilibrium geometry.

## Properties
energy relative to the best compared isomer or geometry (same formula, charge and spin)	112.8	kJ/mol
LUMO level	-3.261	eV
structure (SMILES)	C=NC(=C)CC[NH3+]
E_HOMO	-13.326	eV
electronic energy	-306.34053	Ha
max |F|	1.693	eV Å⁻¹
net charge	+1

The geometry in XYZ format:
```
18
C5H11N2 (ωB97M-V/def2-TZVPD)
C 0.0054 -0.0332 -2.5659
N 0.0307 -0.3137 -1.3336
C 0.1798 0.6646 -0.3330
C -0.4901 1.8103 -0.2358
C 1.0580 0.1360 0.8008
C 0.2067 -0.5502 1.8704
N -0.7886 -1.3990 1.1825
H 0.1393 0.9822 -2.9146
H -0.1338 -0.8197 -3.3051
H -0.3574 2.5677 0.5219
H -1.1134 2.1068 -1.0737
H 1.6965 -0.6358 0.3588
H 1.7606 0.8622 1.1950
H 0.8598 -1.0944 2.5354
H -0.3303 0.2142 2.4325
H -0.3964 -1.9489 0.4058
H -1.3489 -1.9801 1.8091
H -1.4419 -0.7815 0.6780
```



# 2
Density functional theory data (ωB97M-V/def2-TZVPD) for a 2-piece molecular cluster, C5H11N2 overall in a non-equilibrium geometry.

## Properties
energy relative to the best compared isomer or geometry (same formula, charge and spin)	479.9	kJ/mol
LUMO level (alpha / beta)	-4.204 / -3.841	eV
E_HOMO (alpha / beta)	-12.709 / -13.069	eV
electronic energy	-306.20068	Ha
max |F|	3.432	eV Å⁻¹
net charge	+1

The geometry in XYZ format:
```
18
C5H11N2 (ωB97M-V/def2-TZVPD)
C 1.5433 0.8608 -0.0510
C -2.2220 1.9541 -0.2141
C -1.1393 -0.2641 -0.0528
C -0.0254 -1.0201 -0.0144
C 0.0487 -2.6029 -0.0893
N 2.7509 1.2899 0.1911
N 1.2617 -0.3782 0.2322
H 0.6382 1.4116 -0.2638
H -3.2792 1.7510 -0.4438
H -1.5561 1.9467 -1.1053
H -2.0846 2.2022 0.8037
H -2.0889 -0.7140 -0.1122
H 1.1280 -2.7311 -0.0508
H -0.2454 -3.0498 -0.9861
H -0.3710 -3.1357 0.7609
H 2.8786 2.2109 -0.2842
H 3.5450 0.6189 0.2005
H 1.9357 -1.0163 0.6765
```



# 3
Density functional theory data (ωB97M-V/def2-TZVPD) for an isolated ion of composition C5H11N2 and charge +1 in a non-equilibrium geometry.

## Properties
energy relative to the best compared isomer or geometry (same formula, charge and spin)	268.9	kJ/mol
LUMO level	-4.741	eV
structure (SMILES)	C=[N+]=CC(C)(C)N
E_HOMO	-13.570	eV
electronic energy	-306.28107	Ha
max |F|	4.807	eV Å⁻¹
net charge	+1

The geometry in XYZ format:
```
18
C5H11N2 (ωB97M-V/def2-TZVPD)
C 0.8379 -0.5351 2.9483
N 0.5724 -0.1000 1.8226
C 0.2396 0.4390 0.7934
C -0.0475 0.0753 -0.7292
C 0.0811 1.3093 -1.5103
C -1.4436 -0.5524 -0.6346
N 0.7810 -0.9404 -1.3059
H 1.8295 -0.5640 3.5060
H -0.0723 -0.7642 3.6116
H -0.0210 1.4315 0.9638
H -0.2640 1.0322 -2.5184
H 1.1814 1.4842 -1.5483
H -0.4778 2.1207 -0.9764
H -2.0262 0.1469 -0.0675
H -1.6608 -1.5556 -0.2576
H -1.8522 -0.5000 -1.6561
H 1.8146 -0.6707 -1.2733
H 0.5278 -1.8568 -1.1679
```



# 4
Density functional theory data (ωB97M-V/def2-TZVPD) for an isolated ion of composition C5H11N2 and charge +1 in a non-equilibrium geometry.

## Properties
energy relative to the best compared isomer or geometry (same formula, charge and spin)	423.8	kJ/mol
LUMO level	-5.180	eV
structure (SMILES)	C=C(C)/[N+](C)=N/C
E_HOMO	-14.898	eV
electronic energy	-306.22205	Ha
max |F|	4.091	eV Å⁻¹
net charge	+1

The geometry in XYZ format:
```
18
C5H11N2 (ωB97M-V/def2-TZVPD)
C -2.3749 -0.7601 0.1491
C -1.4516 0.1528 -0.0227
C -1.3563 1.6435 -0.0260
N 0.1264 -0.2312 0.1159
C 0.5957 -1.5853 -0.1008
N 0.9345 0.7018 0.0883
C 2.3628 0.7031 0.0077
H -2.0847 -1.7227 0.4253
H -3.3453 -0.3698 0.1342
H -0.6854 1.9826 0.8336
H -2.2814 2.0439 0.0761
H -1.0997 1.8553 -1.0475
H 1.6101 -1.6499 -0.5054
H -0.0803 -2.1789 -0.8238
H 0.4468 -2.0197 0.7896
H 2.8379 0.9857 0.8998
H 2.4758 1.4772 -0.6265
H 2.8551 -0.1450 -0.1840
```



# 5
Density functional theory data (ωB97M-V/def2-TZVPD) for a 2-piece molecular cluster, C5H11N2 overall in a non-equilibrium geometry.

## Properties
energy relative to the best compared isomer or geometry (same formula, charge and spin)	401.9	kJ/mol
LUMO level	-3.568	eV
E_HOMO	-14.845	eV
electronic energy	-306.23042	Ha
max |F|	3.842	eV Å⁻¹
net charge	+1

The geometry in XYZ format:
```
18
C5H11N2 (ωB97M-V/def2-TZVPD)
C -2.2263 0.9608 0.2164
C -3.3447 0.6493 0.4530
C 1.6888 0.4195 0.2978
C 2.5683 1.1415 -0.7891
C 0.0738 -1.1855 0.3554
N 0.5593 -0.1792 -0.1865
N -1.2432 -1.6271 -0.0963
H -1.2596 1.1815 0.0556
H 1.3000 1.2678 0.9247
H -4.4344 0.4244 0.6762
H 2.2427 -0.2994 0.9000
H 3.2614 1.7959 -0.3998
H 3.2190 0.4145 -1.2370
H 2.0334 1.5812 -1.5916
H 0.5282 -1.8454 1.1172
H -1.2054 -1.7805 -1.0958
H -1.7831 -0.7324 -0.0506
H -1.9782 -2.1870 0.4504
```



# 6
Density functional theory data (ωB97M-V/def2-TZVPD) for a 2-piece molecular cluster, C5H11N2 overall.

## Properties
energy relative to the best compared isomer or geometry (same formula, charge and spin)	194.7	kJ/mol
LUMO level	-4.594	eV
E_HOMO	-13.390	eV
electronic energy	-306.30930	Ha
max |F|	0.475	eV Å⁻¹
net charge	+1

The geometry in XYZ format:
```
18
C5H11N2 (ωB97M-V/def2-TZVPD)
C -1.2302 -1.2439 -0.6850
C -1.1063 -0.9472 -1.9713
C 0.5609 -2.5897 -0.2133
N -0.1617 -1.6213 0.1704
H -2.1794 -1.1417 -0.1690
H -0.1480 -1.0103 -2.4667
H -1.9710 -0.6390 -2.5414
H 1.3694 -2.9194 0.4306
H 0.3642 -3.1329 -1.1345
C 0.5453 2.5862 0.2788
C 0.6055 0.8340 1.9735
N 0.2981 1.2380 0.8126
H -0.4134 3.0367 0.0309
H 1.1349 2.4827 -0.6282
H 1.0673 3.1716 1.0239
H 0.9650 1.5468 2.7075
H 0.4482 -0.2125 2.1976
H -0.1488 0.5619 0.1835
```



# 7
Density functional theory data (ωB97M-V/def2-TZVPD) for an isolated ion of composition C5H11N2 and charge +1 in a non-equilibrium geometry.

## Properties
energy relative to the best compared isomer or geometry (same formula, charge and spin)	19.2	kJ/mol
LUMO level (alpha / beta)	-2.830 / -7.436	eV
E_HOMO (alpha / beta)	-10.546 / -15.270	eV
electronic energy	-306.23130	Ha
max |F|	6.851	eV Å⁻¹
net charge	+1
spin multiplicity	3

The geometry in XYZ format:
```
18
C5H11N2 (ωB97M-V/def2-TZVPD)
C -0.3248 0.1436 -0.0421
C -1.5224 0.6022 0.3406
C 1.7055 -0.7315 0.6539
C -0.2487 -1.7042 1.6053
C -0.0284 1.6999 -1.9034
N 0.4356 -0.7576 0.7659
N 0.4160 0.5582 -1.1223
H -2.0761 1.2757 -0.2864
H -1.9680 0.3658 1.2864
H 2.1879 0.0049 0.0315
H 2.3146 -1.4168 1.2273
H -0.9891 -1.2050 2.2276
H -0.7744 -2.4268 0.9798
H 0.4571 -2.2309 2.2445
H -0.1095 2.5642 -1.2456
H 0.7264 1.9043 -2.6576
H -0.9880 1.5389 -2.4021
H 0.7864 -0.1848 -1.7034
```



# 8
Density functional theory data (ωB97M-V/def2-TZVPD) for a 2-piece molecular cluster, C5H11N2O overall in a non-equilibrium geometry.

## Properties
energy relative to the best compared isomer or geometry (same formula, charge and spin)	609.9	kJ/mol
LUMO level	-8.357	eV
E_HOMO	-12.450	eV
electronic energy	-381.43165	Ha
max |F|	3.120	eV Å⁻¹
net charge	+1

The geometry in XYZ format:
```
19
C5H11N2O (ωB97M-V/def2-TZVPD)
O 0.9620 0.0890 0.6230
C 0.2183 1.0207 0.7151
C -0.8245 1.3125 -0.3180
C -0.8021 0.6896 -1.5761
C -1.6881 -0.6343 -1.7949
C -0.8968 -2.1094 -0.1351
N -1.2605 -1.9229 -1.3203
N 3.2605 1.1171 2.9183
H 0.3214 1.6616 1.6022
H -1.2309 2.3260 -0.2591
H -1.2023 1.3482 -2.3403
H 0.2249 0.3884 -1.8015
H -1.6145 -0.7601 -2.8767
H -2.7605 -0.5744 -1.5956
H -0.6732 -3.1345 0.1559
H -0.8655 -1.3451 0.6398
H 2.9194 0.4734 2.2240
H 3.8515 1.8463 2.5493
H 3.7501 0.6372 3.6586
```



electronic energy of number 4 (C5H11N2)? -306.22205 Ha